1.
# C4H6NO2

2 unconnected molecules or ions with the total composition C4H6NO2 (ωB97M-V with the def2-TZVPD basis set, the OMol25 dataset).

Its total energy is -9829.6767 eV. For the molecular weight, the calculation gives 100.1 g/mol. Its HOMO energy is -4.052 eV. As for the largest force on an atom: 2.487 eV/A. The calculation puts the frontier orbital gap at 7.859 eV. As for the LUMO energy: 3.81 eV.

```
! wB97M-V def2-TZVPD RIJCOSX def2/J DEFGRID3
* xyz -1 1
C -1.5069 0.6215 -0.7739
C -1.5291 0.6318 -2.1566
C 0.1233 -0.9053 -0.1457
N -0.4397 0.2096 0.0874
H -2.2917 1.1231 -0.2032
H -0.7636 0.1255 -2.7998
H -2.2424 1.2381 -2.6722
H 1.0135 -1.1630 0.4418
H -0.4966 -1.7662 -0.6576
O 1.2326 -0.9428 2.5621
C 2.0490 -0.0347 2.2175
O 2.6961 0.0372 1.1716
H 2.1555 0.8251 2.9286
*
```

natural (NBO) atomic charge list, values in e, 4 entries: -0.0019, -0.5179, -0.0142, -0.4287

2.
# C4H6NO2

A molecular structure, C4H6NO2 (ωB97M-V with the def2-TZVPD basis set, the OMol25 dataset).

Its total energy is -9824.0501 eV. For the molecular weight, the calculation gives 100.1 g/mol. Its HOMO energy (spin up / spin down) is -2.044 / -2.043 eV. As for the largest force on an atom: 4.844 eV/A. The calculation puts the frontier orbital gap (spin up / spin down) at 6.378 / 6.377 eV. As for the LUMO energy (spin up / spin down): 4.33 / 4.33 eV.

```
! wB97M-V def2-TZVPD RIJCOSX def2/J DEFGRID3
* xyz -1 1
C 2.2063 -0.9831 0.1462
C 1.7881 0.1201 -0.1266
C -1.1863 -0.4083 0.6998
C 1.4314 1.3984 -0.4937
N -0.5146 1.6500 -0.2747
O -0.6891 2.0365 0.8931
O -1.1106 0.2844 -0.5336
H 2.3034 -2.0087 0.4157
H -0.4711 -1.3372 0.7491
H -2.1662 -0.8540 0.7080
H -0.7922 0.1762 1.4540
H 1.6316 1.7297 -1.5964
H 1.9501 2.2868 0.0572
*
```

natural (NBO) atomic charge list, values in e, 4 entries: -0.4098, 0.0130, -0.2944, -0.5667

- Which value of molecular weight does entry 1 give?
  100.1 g/mol

- What is the molecular weight in the second record?
  100.1 g/mol

- What is the formula in the first record?
  C4H6NO2

Copy entry 1 word for word.
# C4H6NO2

2 unconnected molecules or ions with the total composition C4H6NO2 (ωB97M-V with the def2-TZVPD basis set, the OMol25 dataset).

Its total energy is -9829.6767 eV. For the molecular weight, the calculation gives 100.1 g/mol. Its HOMO energy is -4.052 eV. As for the largest force on an atom: 2.487 eV/A. The calculation puts the frontier orbital gap at 7.859 eV. As for the LUMO energy: 3.81 eV.

```
! wB97M-V def2-TZVPD RIJCOSX def2/J DEFGRID3
* xyz -1 1
C -1.5069 0.6215 -0.7739
C -1.5291 0.6318 -2.1566
C 0.1233 -0.9053 -0.1457
N -0.4397 0.2096 0.0874
H -2.2917 1.1231 -0.2032
H -0.7636 0.1255 -2.7998
H -2.2424 1.2381 -2.6722
H 1.0135 -1.1630 0.4418
H -0.4966 -1.7662 -0.6576
O 1.2326 -0.9428 2.5621
C 2.0490 -0.0347 2.2175
O 2.6961 0.0372 1.1716
H 2.1555 0.8251 2.9286
*
```

natural (NBO) atomic charge list, values in e, 4 entries: -0.0019, -0.5179, -0.0142, -0.4287